Record 1
{"formula": "C30H46O2P4Pt", "method": "ωB97M-V/def2-TZVPD", "elements": ["P", "C", "H", "H", "H", "C", "H", "H", "H", "C", "H", "H", "H", "P", "C", "H", "H", "H", "C", "H", "H", "H", "C", "H", "H", "H", "P", "C", "H", "H", "H", "C", "H", "H", "H", "C", "H", "H", "H", "Pt", "C", "O", "C", "O", "C", "C", "C", "C", "C", "C", "H", "H", "H", "H", "H", "H", "C", "P", "C", "C", "C", "C", "C", "C", "C", "C", "C", "C", "C", "C", "H", "H", "H", "H", "H", "H", "H", "H", "H", "H", "H", "H", "H"], "coordinates": [[3.58, -0.91, -0.68], [4.75, -1.09, 0.76], [5.79, -1.05, 0.39], [4.53, -2.04, 1.28], [4.53, -0.27, 1.46], [4.13, -2.31, -1.73], [3.79, -2.14, -2.76], [3.64, -3.22, -1.36], [5.22, -2.40, -1.68], [4.44, 0.45, -1.55], [5.49, 0.19, -1.68], [4.34, 1.37, -0.95], [3.95, 0.63, -2.51], [-1.38, 3.48, -2.00], [-1.31, 3.79, -0.21], [-1.86, 4.73, 0.01], [-0.26, 3.89, 0.11], [-1.78, 2.95, 0.32], [-0.35, 4.70, -2.86], [-0.37, 4.48, -3.94], [0.69, 4.60, -2.50], [-0.73, 5.70, -2.65], [-3.09, 3.67, -2.57], [-3.38, 4.73, -2.48], [-3.75, 3.04, -1.94], [-3.17, 3.34, -3.61], [-2.93, -2.04, -0.96], [-3.56, -2.16, 0.67], [-4.26, -2.99, 0.68], [-4.07, -1.22, 0.95], [-2.73, -2.34, 1.37], [-4.11, -2.04, -2.32], [-4.71, -2.96, -2.22], [-3.62, -2.03, -3.31], [-4.78, -1.16, -2.25], [-1.47, -3.01, -1.32], [-1.79, -4.06, -1.38], [-0.73, -2.88, -0.52], [-1.00, -2.71, -2.27], [-0.29, 1.30, -3.00], [0.75, 1.52, -1.39], [1.49, 1.60, -0.51], [-2.22, -0.31, -1.00], [-2.46, 0.67, -0.43], [-1.61, 0.59, -4.62], [-1.05, -0.58, -4.13], [0.32, -0.68, -3.94], [1.16, 0.39, -4.28], [0.61, 1.57, -4.85], [-0.80, 1.66, -5.01], [-2.69, 0.68, -4.69], [-1.70, -1.40, -3.86], [0.74, -1.57, -3.49], [2.19, 0.40, -3.98], [1.22, 2.46, -4.91], [-1.26, 2.59, -5.32], [0.50, -2.91, 2.33], [0.14, -1.10, 2.30], [-1.13, -1.00, 3.64], [-0.95, -1.61, 4.88], [-1.96, -1.53, 5.85], [-3.14, -0.83, 5.57], [-3.31, -0.19, 4.34], [-2.30, -0.27, 3.37], [1.57, -0.39, 3.19], [1.62, 1.02, 3.25], [2.66, 1.66, 3.94], [3.67, 0.90, 4.54], [3.65, -0.50, 4.44], [2.60, -1.14, 3.77], [-0.34, -3.44, 1.86], [0.63, -3.28, 3.36], [1.40, -3.09, 1.75], [-0.02, -2.14, 5.10], [-1.83, -2.02, 6.81], [-3.93, -0.77, 6.33], [-4.22, 0.36, 4.13], [-2.42, 0.24, 2.41], [0.84, 1.61, 2.78], [2.67, 2.74, 4.01], [4.48, 1.39, 5.07], [4.43, -1.09, 4.90], [2.60, -2.23, 3.71]], "mulliken_spin": [0.653, 0.078, 0.028, -0.002, -0.003, 0.069, -0.003, -0.002, 0.034, 0.086, 0.030, -0.006, -0.007, 0.311, 0.009, 0.011, -0.002, 0.006, 0.010, 0.001, 0.002, 0.007, 0.004, 0.010, 0.001, -0.001, 0.163, 0.032, 0.014, 0.005, -0.008, 0.016, 0.004, 0.000, -0.001, 0.045, -0.002, -0.021, -0.010, 0.373, 0.065, 0.007, 0.475, 0.227, 0.082, 0.083, 0.079, -0.029, 0.022, -0.007, 0.012, -0.017, 0.028, 0.022, -0.004, 0.004, 0.039, 0.239, 0.101, 0.043, -0.002, 0.026, 0.014, -0.006, 0.222, 0.087, -0.007, 0.188, 0.066, 0.010, -0.002, 0.006, -0.001, 0.001, 0.001, 0.000, 0.000, 0.001, 0.002, 0.002, -0.003, 0.002, -0.006], "e_homo_ev": [-15.779, -18.508], "spin_multiplicity": 5, "de_lowest_ev": 0.926, "e_lumo_ev": [-10.4, -14.3], "total_energy_ha": -2804.3053, "orbital_gap_ev": [5.3, 4.2], "s_squared": 6.0346, "charge": 4}

=====

Record 2
{"formula": "C30H47AsFeN4O", "method": "ωB97M-V/def2-TZVPD", "elements": ["Fe", "C", "N", "C", "C", "C", "C", "C", "C", "C", "N", "C", "C", "C", "C", "C", "C", "N", "C", "C", "H", "H", "H", "H", "H", "H", "H", "H", "H", "H", "H", "H", "H", "H", "H", "H", "H", "H", "H", "H", "C", "C", "C", "C", "C", "C", "N", "H", "H", "H", "H", "H", "H", "H", "H", "C", "As", "C", "C", "O", "H", "H", "H", "H", "H", "H", "H", "H", "H", "C", "C", "C", "C", "C", "H", "H", "H", "H", "H", "H", "H", "H", "H", "H"], "coordinates": [[0.14, -0.05, -0.02], [3.82, -0.80, 0.28], [2.66, -0.36, 1.01], [2.69, 1.09, 1.18], [2.45, -0.99, 2.28], [3.46, -1.63, 2.99], [3.23, -2.18, 4.25], [1.96, -2.17, 4.78], [0.92, -1.55, 4.08], [1.12, -0.97, 2.81], [0.13, -0.39, 2.04], [-0.96, 0.14, 2.74], [-0.85, 0.85, 3.95], [-1.98, 1.35, 4.60], [-3.23, 1.16, 4.04], [-3.34, 0.50, 2.82], [-2.24, -0.05, 2.16], [-2.34, -0.81, 0.97], [-2.22, -2.23, 1.25], [-3.52, -0.52, 0.14], [4.78, -0.49, 0.77], [3.80, -0.38, -0.72], [3.82, -1.89, 0.20], [3.64, 1.41, 1.65], [1.86, 1.38, 1.82], [2.57, 1.56, 0.19], [4.44, -1.65, 2.55], [4.07, -2.59, 4.79], [1.75, -2.58, 5.77], [-0.07, -1.53, 4.49], [0.14, 1.05, 4.34], [-1.86, 1.94, 5.51], [-4.13, 1.52, 4.50], [-4.32, 0.39, 2.37], [-3.10, -2.57, 1.83], [-1.33, -2.40, 1.87], [-2.16, -2.80, 0.33], [-4.45, -0.82, 0.65], [-3.43, -1.07, -0.79], [-3.56, 0.55, -0.08], [1.64, -2.89, -1.45], [1.88, -1.62, -2.19], [2.57, -1.53, -3.38], [2.65, -0.16, -3.69], [2.03, 0.53, -2.67], [1.83, 2.00, -2.66], [1.53, -0.36, -1.74], [1.44, -3.68, -2.18], [0.82, -2.79, -0.72], [2.55, -3.20, -0.92], [3.00, -2.33, -3.95], [3.15, 0.27, -4.56], [2.68, 2.56, -2.28], [0.96, 2.20, -2.02], [1.61, 2.33, -3.68], [-3.24, -1.76, -3.60], [-1.34, -1.52, -3.24], [-0.76, 0.06, -4.18], [-0.51, -2.94, -4.24], [-1.13, -1.50, -1.63], [-3.48, -1.76, -4.64], [-3.77, -0.94, -3.07], [-3.57, -2.71, -3.16], [-1.39, 0.23, -5.04], [0.26, -0.13, -4.48], [-0.77, 0.92, -3.49], [-0.94, -2.97, -5.25], [-0.66, -3.88, -3.73], [0.56, -2.73, -4.28], [-1.98, 3.24, 1.12], [-0.85, 3.14, 0.06], [0.50, 3.51, 0.75], [-1.14, 4.07, -1.14], [-0.78, 1.74, -0.50], [-2.12, 4.29, 1.43], [-1.74, 2.65, 2.01], [-2.94, 2.91, 0.70], [0.50, 4.57, 1.01], [1.34, 3.34, 0.09], [0.59, 2.91, 1.66], [-1.14, 5.12, -0.83], [-2.12, 3.84, -1.58], [-0.40, 3.92, -1.92], [-1.65, 1.64, -1.18]], "mulliken_spin": [3.660, 0.005, 0.018, 0.019, -0.015, -0.005, 0.007, -0.003, 0.009, 0.047, -0.032, -0.122, 0.009, -0.003, 0.014, -0.003, 0.094, -0.014, 0.018, 0.027, 0.002, 0.000, 0.000, 0.002, 0.003, 0.007, 0.000, 0.001, 0.000, 0.001, 0.002, 0.000, 0.001, 0.001, 0.002, -0.003, 0.002, 0.000, 0.004, -0.012, 0.018, 0.048, -0.005, 0.009, 0.039, -0.030, -0.021, 0.000, -0.007, 0.009, 0.000, 0.000, 0.001, 0.046, -0.004, 0.002, 0.012, 0.005, 0.001, 0.093, 0.000, 0.000, 0.000, 0.001, -0.001, 0.013, 0.000, -0.001, 0.000, 0.124, 0.096, 0.043, 0.052, 0.940, -0.001, -0.038, -0.012, -0.001, -0.006, -0.008, 0.006, -0.003, -0.011, -0.149], "e_homo_ev": [-3.142, -3.770], "spin_multiplicity": 6, "de_lowest_ev": 0.181, "e_lumo_ev": [2.5, 2.5], "total_energy_ha": -4965.0303, "orbital_gap_ev": [5.7, 6.3], "s_squared": 8.7632, "charge": -1}